(1)
Entry from the Open Molecules 2025 dataset: 3 unconnected molecules or ions with the total composition C14H18N3O5P2 in a non-equilibrium geometry (wB97M-V/def2-TZVPD).

Structure (XYZ):
```
42
Properties=species:S:1:pos:R:3:forces:R:3
O -1.89299 -0.91525 -0.27494 0.404 0.402 -0.303
C -0.79084 -0.51428 -0.49160 -0.467 -0.406 0.070
O -0.02097 -0.91458 -1.54080 -0.330 -0.157 0.145
C -0.13984 0.49745 0.40939 0.468 -0.039 0.191
C -0.62875 1.78862 0.58273 -0.377 -0.443 -0.272
C -0.00037 2.60544 1.47754 -0.128 0.417 0.115
N 1.06083 2.17429 2.16741 0.100 -0.073 0.023
C 1.57741 0.93242 2.03084 0.162 0.081 -0.085
P 3.01617 0.51981 3.09057 0.469 0.844 0.796
P 1.99255 -1.13291 4.08282 -0.303 -0.628 -0.734
O 1.14150 -1.90618 3.16705 0.132 0.041 0.210
O 3.14484 -1.92332 4.81208 -0.064 0.253 0.191
O 1.16500 -0.37486 5.21375 -0.020 -0.108 0.055
C 0.97737 0.08261 1.13854 -0.258 0.020 -0.421
H 0.75451 -1.41290 -1.24935 0.219 0.226 -0.037
H -1.50616 2.14983 0.06064 -0.020 -0.074 -0.076
H -0.34424 3.61161 1.66245 0.108 0.074 0.090
H 1.50100 2.81147 2.82291 0.069 -0.035 0.029
H 3.83579 -0.17759 2.19214 -0.288 -0.323 -0.219
H 2.99722 -2.01532 5.76426 0.203 -0.096 0.045
H 0.26547 -0.74083 5.21269 -0.045 0.148 0.156
H 1.36825 -0.91911 1.05125 -0.026 -0.066 -0.003
N 2.09396 -3.03665 -3.36849 -0.010 0.030 0.187
C 2.97384 -4.08526 -3.43890 0.024 0.060 -0.003
C 3.97394 -3.72878 -4.30046 0.021 0.024 -0.002
C 3.68754 -2.41588 -4.76863 0.024 -0.016 0.011
C 2.52078 -2.01532 -4.17861 -0.001 0.003 0.055
H 1.25353 -3.03429 -2.82277 -0.145 -0.100 -0.188
H 2.81212 -4.98762 -2.87527 -0.008 -0.018 -0.018
H 4.81720 -4.34087 -4.57124 0.005 -0.004 -0.009
H 4.27017 -1.83746 -5.46519 0.004 -0.001 -0.011
H 1.95791 -1.10187 -4.26765 -0.022 -0.009 -0.037
N -4.88265 2.31671 0.75628 0.110 0.063 -0.022
C -4.46931 1.57963 -0.32433 0.078 -0.041 0.129
C -4.75903 2.29788 -1.45391 0.099 0.053 -0.011
C -5.36345 3.51649 -1.03959 0.003 -0.002 -0.005
C -5.42860 3.49677 0.32727 0.028 -0.011 0.013
H -4.80784 2.03108 1.71452 -0.094 -0.045 0.008
H -4.01940 0.60970 -0.19134 -0.070 -0.040 -0.043
H -4.56630 1.98356 -2.46589 -0.017 -0.009 -0.009
H -5.71890 4.30992 -1.67453 -0.011 0.001 -0.007
H -5.81923 4.21584 1.02635 -0.025 0.003 -0.005
```
Positions in Å, forces in eV/Å.

For the frontier orbital gap, the calculation gives 5.31 eV. The value obtained for the calculated total energy is -48090.290 eV. The charge is +1. For the HOMO energy, the calculation gives -10.237 eV.

Atom charges from the Mulliken analysis, given in e for atoms 1 to 4: O -0.415; C 0.037; O -0.402; C 0.910

(2)
Entry from the Open Molecules 2025 dataset: a molecular structure, C30H58I2N5O17PSSi2 (wB97M-V/def2-TZVPD).

Structure (XYZ):
```
116
Properties=species:S:1:pos:R:3:forces:R:3
C 3.11545 2.71206 -1.91670 -0.037 -0.013 -0.070
C 3.32452 1.27959 -2.42486 -0.168 0.134 0.043
C 2.15451 0.77524 -3.28743 0.039 0.023 -0.190
C 1.88864 1.78458 -4.42046 -0.021 0.093 0.183
Si 2.37147 -1.01836 -3.89333 0.335 -0.021 0.216
C 2.20976 -0.99402 -5.76822 -0.050 -0.089 -0.093
N 2.34701 -2.24407 -6.51735 0.007 -0.026 -0.054
C 4.02775 -1.66083 -3.28338 0.081 -0.076 0.117
C 4.54758 -3.06895 -3.62690 -0.122 0.216 -0.021
N 3.44638 -4.03960 -3.64989 0.159 -0.175 -0.002
N 5.56208 -3.40272 -2.61940 -0.035 -0.145 -0.064
N 5.16240 -3.02044 -4.94872 0.150 -0.230 0.058
O 1.24162 -1.97560 -3.11720 -0.163 0.243 -0.471
Si -0.35370 -2.20726 -3.25726 -0.145 -0.278 0.267
S -1.32736 -0.55853 -4.26070 -0.092 0.099 0.020
C -1.09552 -2.27148 -1.52473 0.015 0.012 -0.074
I 0.29706 -2.18197 0.03102 0.216 0.172 -0.010
C -2.38966 -2.46200 -1.26675 -0.153 0.004 -0.100
C -3.45506 -2.63674 -2.32750 0.083 0.017 0.046
I -3.16029 -2.61056 0.66695 -0.148 -0.096 0.221
P -0.77544 -4.27625 -4.16996 -0.018 -0.013 -0.090
N -1.97111 -3.84439 -5.32924 -0.143 -0.036 0.281
O 0.52156 -4.53986 -5.15947 0.067 0.063 -0.363
H 3.36035 3.44495 -2.68781 -0.024 -0.008 0.022
H 3.74756 2.92599 -1.05358 0.045 0.007 -0.002
H 2.07356 2.88836 -1.63605 0.028 -0.056 0.070
H 3.47370 0.61337 -1.56989 0.033 -0.023 -0.061
H 4.23759 1.25215 -3.02826 0.075 -0.062 0.136
H 1.26106 0.76358 -2.64794 0.010 -0.068 -0.024
H 1.19891 1.40862 -5.17359 -0.032 0.018 0.011
H 2.82339 2.06547 -4.91738 -0.034 -0.077 -0.051
H 1.44472 2.69316 -4.00913 0.035 -0.030 -0.093
H 3.00294 -0.29035 -6.06811 -0.034 -0.021 -0.037
H 1.27285 -0.49242 -6.03353 0.032 0.030 0.123
H 1.66062 -2.32806 -7.25256 0.009 -0.017 -0.003
H 2.32819 -3.06886 -5.93935 -0.043 0.009 0.054
H 4.81680 -0.95143 -3.55178 -0.043 0.042 0.091
H 3.91859 -1.60494 -2.19139 0.052 0.030 -0.030
H 3.27943 -4.41652 -4.57531 -0.067 0.090 0.017
H 3.63824 -4.82028 -3.03589 -0.036 0.050 -0.004
H 5.95362 -4.31703 -2.82855 0.005 0.018 0.029
H 5.15461 -3.44904 -1.69102 -0.022 0.057 -0.017
H 5.31306 -3.96669 -5.28745 -0.021 0.031 0.010
H 6.08526 -2.60586 -4.85844 -0.106 0.156 -0.048
H -1.10277 -0.97465 -5.51570 0.119 -0.065 -0.031
H -3.54403 -1.73580 -2.93392 0.012 -0.024 -0.062
H -4.42448 -2.84940 -1.88730 0.013 0.017 0.037
H -3.20237 -3.47908 -2.97287 0.013 0.044 -0.057
H -2.32194 -2.89629 -5.29058 0.013 0.041 -0.068
H -2.74756 -4.49232 -5.35807 0.057 0.006 -0.124
H 0.40968 -4.07265 -6.00427 0.036 -0.067 0.282
C -1.79800 -2.17495 5.75276 -0.021 -0.273 0.010
C -3.08948 -1.97434 5.00768 0.037 0.064 0.056
C -4.35271 -1.94440 5.85194 0.055 -0.030 -0.055
O -5.33309 -2.49295 4.96201 -0.045 -0.036 0.151
C -4.69419 -3.27515 4.05823 -0.012 0.126 0.003
O -5.24508 -3.99485 3.28858 -0.028 -0.022 -0.042
O -3.36353 -3.10188 4.14722 0.036 -0.051 -0.079
H -0.94956 -2.14292 5.07208 -0.262 -0.038 0.224
H -1.67767 -1.38039 6.49126 0.019 0.030 0.007
H -1.80805 -3.13783 6.26536 -0.087 0.010 0.091
H -3.03772 -1.09051 4.36584 0.016 0.012 -0.006
H -4.65997 -0.94716 6.15480 -0.025 0.011 -0.044
H -4.27081 -2.59332 6.72730 0.019 0.014 0.013
C -7.65639 -1.33729 2.88947 0.076 0.090 -0.079
C -8.73231 -0.32137 2.62147 -0.070 -0.007 0.000
C -9.48455 -0.48161 1.31250 0.062 0.000 -0.020
O -9.81881 0.86876 0.97529 0.005 -0.020 -0.054
C -8.92034 1.68917 1.57233 0.006 -0.015 0.020
O -8.81387 2.85059 1.35067 -0.013 0.022 -0.005
O -8.16668 0.99524 2.45266 0.013 0.007 0.071
H -7.18830 -1.16710 3.85582 -0.014 -0.018 0.007
H -8.07690 -2.34322 2.88763 0.009 -0.017 0.024
H -6.88620 -1.28192 2.11855 -0.019 -0.044 -0.019
H -9.43521 -0.26109 3.45764 -0.008 -0.019 -0.003
H -10.39475 -1.06957 1.38898 -0.026 0.035 0.023
H -8.83989 -0.89101 0.53056 -0.010 -0.030 0.003
C 3.54343 1.46612 2.05484 0.038 -0.079 -0.015
C 2.27178 1.39003 2.85255 0.017 0.041 0.019
C 2.44516 1.34591 4.35878 0.023 0.045 -0.061
O 1.32659 0.54813 4.77486 0.019 -0.058 0.066
C 0.97057 -0.24990 3.73663 0.126 0.184 -0.078
O 0.20842 -1.15859 3.82376 0.228 0.127 -0.284
O 1.60182 0.13349 2.61316 -0.110 -0.096 0.045
H 3.32686 1.51669 0.99086 -0.011 0.015 -0.069
H 4.10477 2.35712 2.33894 0.000 0.009 -0.017
H 4.15827 0.58501 2.24235 0.019 0.029 0.036
H 1.57566 2.18327 2.56821 0.008 0.003 -0.004
H 2.40370 2.31708 4.84311 -0.059 -0.013 0.019
H 3.36604 0.83453 4.64805 0.037 0.030 -0.041
C 2.88372 -0.09358 10.02828 0.082 0.023 0.038
C 2.89992 1.02254 9.01881 0.003 0.015 -0.027
C 3.36250 0.64256 7.62447 -0.004 -0.022 0.024
O 3.97420 1.85409 7.16035 -0.022 -0.117 -0.004
C 4.38608 2.56054 8.24620 -0.007 0.047 -0.021
O 5.08795 3.51529 8.19845 -0.002 0.006 -0.007
O 3.87858 2.01986 9.37364 -0.038 0.013 0.057
H 2.50816 0.25494 10.98865 -0.004 0.008 -0.006
H 2.23780 -0.89876 9.67622 -0.013 -0.007 0.008
H 3.89116 -0.48434 10.17283 -0.009 -0.032 -0.034
H 1.92989 1.52522 8.97197 -0.010 -0.011 -0.005
H 2.55240 0.35813 6.95794 -0.006 0.055 -0.018
H 4.11994 -0.14512 7.64969 -0.010 -0.019 0.021
C 0.50155 6.80704 -6.63968 0.058 -0.063 0.010
C -0.31388 6.54145 -5.40283 -0.047 0.021 0.038
C 0.07099 7.34486 -4.17226 0.048 -0.025 -0.023
O -0.24491 6.44806 -3.10344 0.047 0.026 0.032
C -0.19731 5.18292 -3.58357 -0.003 -0.004 -0.043
O -0.23086 4.20172 -2.91650 -0.002 -0.005 0.074
O -0.10075 5.19697 -4.93176 -0.038 -0.027 -0.047
H 0.14025 6.21579 -7.47915 -0.010 -0.002 0.007
H 0.43459 7.86236 -6.90696 -0.005 0.005 -0.015
H 1.54653 6.55152 -6.46235 0.007 0.044 0.014
H -1.38352 6.64567 -5.60512 0.002 0.019 -0.011
H -0.48903 8.26710 -4.04676 -0.045 -0.025 0.018
H 1.14385 7.55349 -4.15069 -0.002 0.030 -0.012
```
Positions in Å, forces in eV/Å.

For the frontier orbital gap, the calculation gives 8.46 eV. The value obtained for the calculated total energy is -126395.980 eV. For the HOMO energy, the calculation gives -8.142 eV.

Atom charges from the Mulliken analysis, given in e for atoms 1 to 4: C -1.494; C -0.480; C 1.277; C -1.383

(3)
Entry from the Open Molecules 2025 dataset: C3H4ClF in the gas phase in a non-equilibrium geometry (wB97M-V/def2-TZVPD).

Structure (XYZ):
```
9
Properties=species:S:1:pos:R:3:forces:R:3
C -0.10790 0.59085 -0.72648 -0.308 -3.669 1.333
C -0.80542 -0.65804 -0.94875 -3.283 -2.112 1.360
C -0.50868 -0.21316 0.51565 0.115 1.518 -1.968
H 0.89858 0.58733 -0.96966 1.873 0.483 -0.218
H -0.37348 -1.63372 -1.16607 0.151 0.506 -0.518
H -1.95883 -0.61376 -1.12197 2.319 0.101 0.017
H -1.31280 0.15242 1.19349 1.077 -0.459 -0.480
F -0.74597 1.64287 -0.97234 -2.705 5.117 -1.470
Cl 1.05837 -0.68212 1.04546 0.760 -1.484 1.946
```
Positions in Å, forces in eV/Å.

For the frontier orbital gap, the calculation gives 10.65 eV. As for the structure (SMILES): F[C@@H]1C[C@H]1Cl. The value obtained for the calculated total energy is -18413.532 eV. For the HOMO energy, the calculation gives -9.528 eV.

Atom charges from the Mulliken analysis, given in e for atoms 1 to 4: C -0.145; C -0.492; C -0.099; H 0.391